(1)
DFT (wB97M-V/def2-TZVPD) results for a structure of composition C4H2O2Tm at a distorted geometry.

Computed properties:
Multiplicity = 3
Kohn-Sham gap (spin up / spin down) = 5.07 / 4.85 eV
Expectation value of S² = 2.30
HOMO energy (spin up / spin down) = -2.93 / -2.16 eV
Net charge = -1

Atoms and positions in Å:
O  0.43  -1.41  -1.00
C  1.22  -0.18  -1.15
C  2.59  -0.26  -0.66
C  3.74  -0.33  -0.18
H  1.23  0.14  -2.21
C  -2.40  0.54  1.76
O  -2.97  0.81  0.67
Tm  -0.80  -0.04  0.10
H  -3.04  0.72  2.67


(2)
DFT (wB97M-V/def2-TZVPD) results for a structure of composition C5H15AsBiN2O2Te4 at a distorted geometry.

Computed properties:
Multiplicity = 1
Energy relative to the best compared isomer or geometry (same formula, charge and spin) = 299.1 kcal per mole
Kohn-Sham gap (spin up / spin down) = 5.20 / 5.20 eV
HOMO energy (spin up / spin down) = -9.50 / -9.50 eV
Net charge = +1

Atoms and positions in Å:
Bi  1.37  -1.47  -0.34
Te  -0.91  -2.44  0.89
Te  1.36  -6.27  1.83
Te  0.75  -3.68  2.52
Te  2.73  -2.14  1.50
C  0.06  2.92  1.89
As  1.03  1.51  1.59
C  2.39  1.65  3.03
C  2.26  2.28  -0.05
O  0.72  -0.06  1.30
H  0.25  4.15  2.27
H  -0.57  2.59  2.80
H  -0.79  2.91  1.30
H  2.92  2.80  3.06
H  3.44  1.29  2.61
H  2.21  0.99  3.80
H  2.65  3.08  -0.05
H  1.30  2.36  -1.02
H  3.23  1.88  -0.33
C  -2.57  -2.94  -2.22
N  -2.94  -1.44  -2.84
C  -2.14  -0.52  -2.43
N  -1.93  0.56  -3.01
O  -1.31  -0.89  -1.15
H  -3.37  -3.57  -3.17
H  -3.07  -3.13  -1.32
H  -1.55  -3.43  -2.80
H  -3.45  -1.29  -3.47
H  -2.68  0.87  -3.60
H  -1.36  1.42  -2.57


(3)
DFT (wB97M-V/def2-TZVPD) results for a structure of composition C27H40ClDyN6O4Si2 at a distorted geometry.

Computed properties:
Multiplicity = 6
Energy relative to the best compared isomer or geometry (same formula, charge and spin) = 2.2 kcal per mole
Kohn-Sham gap (spin up / spin down) = 5.78 / 3.60 eV
Expectation value of S² = 9.79
HOMO energy (spin up / spin down) = -6.04 / -3.87 eV
Net charge = 0

Atoms and positions in Å:
Dy  0.20  0.59  0.14
N  1.77  1.89  1.55
C  2.03  3.21  0.94
C  0.97  3.56  -0.10
N  0.84  2.57  -1.25
C  2.05  2.60  -2.12
C  3.13  1.59  -1.73
N  2.72  0.22  -2.12
C  -0.32  2.95  -2.11
C  -1.19  1.79  -2.76
N  -0.85  -0.45  -1.78
H  1.24  1.99  2.43
H  2.65  1.42  1.81
H  3.08  3.26  0.55
H  2.00  4.02  1.66
H  1.18  4.54  -0.54
H  0.00  3.60  0.41
H  2.53  3.61  -2.06
H  1.72  2.42  -3.17
H  3.35  1.54  -0.66
H  4.07  1.99  -2.17
H  3.44  -0.46  -1.82
H  2.68  0.13  -3.14
H  0.05  3.65  -2.90
H  -1.02  3.53  -1.49
H  -1.15  2.16  -3.82
H  -3.16  2.66  -2.78
H  -0.63  -1.41  -2.08
H  -1.87  -0.48  -1.66
C  3.48  -1.24  0.85
Si  1.78  -2.08  0.74
C  1.19  -2.91  -0.89
C  2.07  -3.66  1.84
C  3.11  -4.57  1.89
C  3.11  -5.52  2.90
C  2.17  -5.45  3.90
C  1.12  -4.55  3.89
C  1.04  -3.67  2.79
Si  0.03  -2.07  2.36
C  -1.49  -2.40  1.24
C  -0.21  -1.31  4.05
H  4.27  -1.88  0.28
H  3.85  -1.18  1.89
H  3.55  -0.24  0.40
H  1.74  -3.84  -1.03
H  1.33  -2.25  -1.74
H  0.14  -3.16  -0.85
H  3.92  -4.63  1.12
H  3.89  -6.26  2.96
H  2.20  -6.16  4.75
H  0.36  -4.59  4.66
H  -2.35  -2.41  1.96
H  -1.39  -3.36  0.71
H  -1.69  -1.65  0.46
H  -0.60  -2.12  4.71
H  -1.03  -0.56  3.94
H  0.71  -0.88  4.41
O  -4.39  2.76  3.43
C  -4.76  2.72  2.17
O  -5.85  3.14  1.83
C  -3.85  2.15  1.14
C  -3.99  2.31  -0.31
Cl  -5.35  2.82  -1.16
N  -2.86  1.87  -0.92
N  -1.95  1.49  0.02
C  -2.56  1.52  1.22
C  -1.90  1.04  2.40
O  -2.42  0.93  3.52
O  -0.64  0.70  2.11
C  -2.70  1.71  -2.37
C  -0.48  0.40  -2.90
C  -0.85  -0.23  -4.23
C  -2.13  -0.58  -4.55
C  -3.35  -0.32  -3.82
C  -3.60  0.57  -2.84
H  -3.62  2.15  3.60
H  0.59  0.58  -2.83
H  -0.04  -0.42  -4.97
H  -2.30  -1.02  -5.53
H  -4.19  -0.96  -4.12
H  -4.58  0.56  -2.30


(4)
DFT (wB97M-V/def2-TZVPD) results for a structure of composition C36H41N7OS2TeW at a distorted geometry.

Computed properties:
Multiplicity = 2
Energy relative to the best compared isomer or geometry (same formula, charge and spin) = 0.0 kcal per mole
Kohn-Sham gap (spin up / spin down) = 5.60 / 5.93 eV
Expectation value of S² = 0.76
HOMO energy (spin up / spin down) = -15.50 / -15.52 eV
Net charge = +3

Atoms and positions in Å:
W  0.44  -1.12  -0.45
N  -2.10  -2.83  -3.25
C  -1.99  -4.24  -3.07
C  -3.08  -5.05  -3.35
C  -2.99  -6.41  -3.12
C  -1.84  -6.96  -2.58
C  -0.76  -6.14  -2.28
C  -0.83  -4.78  -2.54
S  0.61  -3.79  -2.32
N  -0.09  -2.22  -2.23
C  -1.28  -1.96  -2.69
C  -1.67  -0.54  -2.53
C  -2.73  0.06  -3.17
C  -2.85  1.45  -3.10
C  -1.90  2.17  -2.41
C  -0.91  1.50  -1.72
N  -0.81  0.16  -1.75
H  -3.00  -2.50  -3.59
H  -3.99  -4.62  -3.75
H  -3.84  -7.05  -3.35
H  -1.77  -8.02  -2.40
H  0.15  -6.57  -1.86
H  -3.44  -0.50  -3.76
H  -3.66  1.94  -3.62
H  -1.92  3.25  -2.37
H  -0.17  2.03  -1.14
C  0.10  -4.14  1.74
C  0.07  -2.80  1.13
O  1.12  -2.00  1.28
N  -0.84  -2.26  0.33
Te  -0.23  0.63  1.74
C  1.26  1.83  2.66
C  0.80  2.53  3.78
C  -0.61  2.44  4.32
C  1.68  3.38  4.43
C  2.99  3.55  4.00
C  3.94  4.47  4.71
C  3.42  2.81  2.90
C  2.58  1.94  2.22
C  3.12  1.15  1.07
C  -1.62  2.06  1.05
C  -1.31  3.40  0.73
C  0.09  3.96  0.68
C  -2.35  4.25  0.41
C  -3.68  3.84  0.38
C  -4.78  4.81  0.09
C  -3.95  2.50  0.64
C  -2.95  1.60  1.00
C  -3.34  0.17  1.28
H  0.19  -4.01  2.83
H  1.00  -4.67  1.42
H  -0.79  -4.71  1.51
H  -1.01  1.42  4.30
H  -1.30  3.07  3.76
H  -0.63  2.76  5.36
H  1.34  3.93  5.30
H  3.43  5.05  5.48
H  4.40  5.17  4.01
H  4.74  3.90  5.19
H  4.45  2.90  2.57
H  4.20  1.26  1.01
H  2.70  1.50  0.11
H  2.90  0.09  1.18
H  0.85  3.23  0.41
H  0.39  4.37  1.65
H  0.12  4.78  -0.04
H  -2.12  5.29  0.18
H  -4.46  5.60  -0.59
H  -5.11  5.28  1.02
H  -5.65  4.31  -0.34
H  -4.98  2.15  0.61
H  -4.42  0.08  1.32
H  -2.96  -0.19  2.24
H  -2.98  -0.52  0.51
C  4.63  -4.25  -1.01
C  4.08  -3.06  -0.23
C  3.59  -1.96  -1.10
N  2.48  -1.31  -0.96
N  2.22  -0.32  -1.86
C  3.17  -0.22  -2.76
N  3.17  0.64  -3.77
S  4.47  -1.34  -2.46
H  4.91  -5.04  -0.33
H  5.53  -3.98  -1.57
H  3.90  -4.64  -1.72
H  4.85  -2.63  0.42
H  3.25  -3.34  0.43
H  2.42  1.31  -3.87
H  3.95  0.72  -4.40


(5)
DFT (wB97M-V/def2-TZVPD) results for an isolated molecule of C4H4N2O2 at a distorted geometry.

Computed properties:
Multiplicity = 1
Energy relative to the best compared isomer or geometry (same formula, charge and spin) = 111.1 kcal per mole
Kohn-Sham gap = 8.23 eV
HOMO energy = -8.03 eV
Net charge = 0

Atoms and positions in Å:
C  -0.80  2.45  -0.09
C  1.24  0.11  -0.02
C  0.15  2.85  -0.91
C  -0.23  0.25  0.37
N  -1.01  1.25  0.45
N  1.37  -1.02  -0.67
O  0.70  3.36  -1.85
O  -0.68  -0.77  1.12
H  -1.23  3.40  0.46
H  0.72  -1.67  -1.07
H  2.37  -1.17  -0.83
H  -1.30  -0.51  1.76


(6)
DFT (wB97M-V/def2-TZVPD) results for the ion C10H16N with charge +1 at a distorted geometry.

Computed properties:
Multiplicity = 1
Energy relative to the best compared isomer or geometry (same formula, charge and spin) = 96.1 kcal per mole
Kohn-Sham gap = 9.00 eV
HOMO energy = -13.69 eV
Net charge = +1

Atoms and positions in Å:
C  -0.30  -2.51  -0.04
C  -0.92  -1.37  -0.23
C  -2.15  -0.73  -0.97
N  -1.85  0.56  -0.41
C  -2.42  1.68  -0.62
C  -0.66  0.01  0.42
C  -0.94  -0.09  1.94
C  0.73  0.73  0.15
C  1.33  0.61  -1.32
C  2.73  0.25  -0.70
C  2.09  0.38  0.75
H  -0.67  -3.43  -0.58
H  0.58  -2.47  0.47
H  -2.05  -0.95  -2.01
H  -3.09  -1.08  -0.58
H  -2.14  2.55  -0.12
H  -3.16  1.93  -1.33
H  -0.01  -0.58  2.23
H  -1.73  -0.80  2.25
H  -1.18  0.85  2.38
H  0.49  1.85  0.38
H  1.14  1.44  -1.95
H  1.13  -0.40  -1.90
H  3.20  -0.74  -0.94
H  3.49  1.10  -0.85
H  2.14  -0.66  1.15
H  2.56  1.19  1.31